C26H25N5O2STl | wB97M-V/def2-TZVPD

Geometry as XYZ:
```
60
Properties=species:S:1:pos:R:3:forces:R:3:lowdin_charge:R:1
Tl 0.433 0.493 1.177 0.0623 0.0783 -0.0008 1.03
C 0.612 -2.659 4.599 0.0372 -0.0133 -0.0032 -0.08
C -0.564 -1.704 4.437 0.0316 0.0476 0.0492 -0.39
C -1.520 -1.834 5.627 -0.0092 -0.0073 0.0540 -0.06
C -0.148 -0.254 4.241 -0.0673 -0.0720 -0.0415 -0.28
C 1.178 0.167 4.265 0.0517 0.0136 0.0008 -0.09
C 1.518 1.502 4.049 0.0101 -0.0537 -0.0515 -0.08
C 0.548 2.462 3.783 0.0187 0.0478 -0.0016 -0.33
C 0.915 3.900 3.533 0.0042 0.0146 0.0246 -0.04
C -0.784 2.042 3.761 -0.0344 -0.0063 0.0133 -0.08
C -1.124 0.717 3.995 0.0133 -0.0125 -0.0881 -0.09
H 0.249 -3.681 4.697 -0.0029 0.0061 0.0024 0.08
H 1.189 -2.427 5.497 -0.0173 -0.0112 0.0051 0.09
H 1.294 -2.632 3.746 -0.0122 0.0160 -0.0079 0.08
H -1.110 -2.000 3.532 -0.0299 -0.0044 0.0283 0.14
H -1.052 -1.446 6.534 0.0163 -0.0199 -0.0045 0.09
H -1.774 -2.880 5.800 -0.0062 0.0027 -0.0228 0.08
H -2.451 -1.289 5.473 0.0167 0.0268 -0.0060 0.07
H 1.972 -0.546 4.444 -0.0123 0.0083 0.0518 0.11
H 2.562 1.794 4.086 -0.0058 0.0040 0.0120 0.12
H 0.991 4.113 2.465 -0.0076 -0.0087 -0.0022 0.08
H 1.875 4.144 3.986 0.0014 -0.0045 -0.0087 0.09
H 0.165 4.573 3.948 -0.0035 -0.0039 -0.0035 0.09
H -1.569 2.767 3.576 0.0070 0.0035 0.0026 0.12
H -2.169 0.432 3.971 0.0013 -0.0115 0.0121 0.12
C -0.465 -3.835 -4.661 -0.0132 -0.0133 0.0353 -0.04
C 0.281 -2.745 -3.943 -0.0011 -0.0138 -0.0303 -0.27
C 0.394 -1.471 -4.505 -0.0047 -0.0389 -0.0144 -0.03
C 1.126 -0.478 -3.881 0.0337 0.1068 0.0213 -0.04
C 1.731 -0.744 -2.656 -0.0860 -0.0837 -0.0658 -0.29
C 1.627 -2.003 -2.075 -0.0345 -0.0119 -0.0071 -0.05
C 0.910 -2.994 -2.726 0.0375 -0.0078 0.0280 -0.03
S 2.677 0.483 -1.824 0.2065 0.1425 0.1161 0.60
O 3.489 1.206 -2.756 -0.0516 -0.0651 -0.0334 -0.27
O 3.257 -0.130 -0.665 0.0190 0.0649 0.0046 -0.32
N 1.484 1.458 -1.175 -0.3687 -0.2698 -0.2513 -0.09
C 0.789 2.382 -1.828 0.2317 0.1084 0.1379 -0.38
C 1.158 2.988 -3.068 -0.0809 -0.0201 -0.0127 0.03
C 0.334 3.956 -3.610 0.0134 -0.0805 0.0956 -0.03
C -0.817 4.303 -2.925 -0.0544 0.0314 0.0035 0.00
C -1.102 3.674 -1.691 -0.0057 0.0265 0.0087 -0.11
N -0.340 2.768 -1.142 0.0097 0.0083 -0.0404 0.11
H -1.219 -3.427 -5.334 0.0007 -0.0068 -0.0079 0.08
H -0.949 -4.517 -3.962 0.0004 0.0097 -0.0068 0.08
H 0.224 -4.429 -5.265 0.0091 0.0209 -0.0099 0.10
H -0.078 -1.267 -5.459 0.0082 0.0093 -0.0032 0.12
H 1.239 0.486 -4.360 0.0076 0.0066 0.0490 0.11
H 2.123 -2.201 -1.135 0.0031 0.0060 0.0026 0.12
H 0.847 -3.981 -2.284 -0.0084 0.0063 0.0003 0.13
H 2.087 2.700 -3.534 0.0143 -0.0079 -0.0225 0.10
H 0.591 4.438 -4.543 0.0161 -0.0116 -0.0007 0.12
H -1.495 5.055 -3.306 0.0066 -0.0110 -0.0095 0.12
H -1.998 3.953 -1.148 0.0135 -0.0086 0.0133 0.12
N -1.203 -0.960 -0.903 -0.0963 0.0599 0.1217 0.20
C -1.927 -1.269 -1.742 0.0230 -0.0373 -0.2552 -0.13
C -2.765 -1.636 -2.824 0.1125 0.0521 0.1607 -0.16
C -2.940 -0.722 -3.881 -0.0344 0.0479 -0.0418 -0.16
N -3.064 0.047 -4.732 0.0196 -0.0259 0.0237 0.24
C -3.379 -2.899 -2.835 -0.0261 -0.0689 -0.0300 -0.15
N -3.865 -3.946 -2.843 0.0165 0.0356 0.0063 0.25
```
Forces are in eV/Å.

Output
E_HOMO (alpha / beta): -11.84 / -11.83 eV
E: -54432.91811 eV
frontier orbital gap (alpha / beta): 5.39 / 5.99 eV
total charge: +1
multiplicity: 1
molar mass: 675.969 g mol⁻¹

C26H25N7O3RuS | wB97M-V/def2-TZVPD

Geometry as XYZ:
```
63
Properties=species:S:1:pos:R:3:forces:R:3:lowdin_charge:R:1
Ru 0.235 1.951 1.139 0.4663 -1.2613 0.8699 1.33
C -4.920 -1.641 -0.364 0.0002 -0.0040 -0.0064 -0.02
C -4.221 -0.405 0.114 -0.0014 0.0053 0.0003 -0.21
C -2.921 -0.479 0.631 -0.0009 0.0001 -0.0112 0.01
C -2.303 0.668 1.080 0.0741 0.0468 -0.0894 -0.09
C -2.943 1.900 0.979 0.0355 0.0369 0.0474 -0.31
C -4.226 1.998 0.465 0.0115 0.0448 -0.0146 -0.01
C -4.858 0.835 0.054 0.0047 -0.0159 -0.0051 0.01
S -2.020 3.321 1.354 0.0243 -0.1330 0.3055 0.71
O -2.765 4.519 1.436 0.0000 -0.0282 -0.0042 -0.19
O -1.096 2.948 2.487 -0.0541 0.1981 -0.3709 -0.37
N -0.864 3.261 0.146 0.0240 0.1139 -0.0415 -0.18
C 0.119 4.284 0.232 0.3363 0.1814 0.0246 -0.38
C 0.072 5.643 0.019 -0.1138 -0.0887 -0.0828 0.05
C 1.248 6.343 0.259 0.0733 -0.0334 0.0190 0.01
C 2.393 5.685 0.707 -0.0544 0.0656 -0.0540 0.00
C 2.354 4.322 0.920 0.0824 -0.1030 -0.1556 -0.06
N 1.227 3.655 0.659 -0.2263 -0.0674 0.4287 -0.03
H -4.311 -2.529 -0.211 0.0008 -0.0005 -0.0018 0.09
H -5.150 -1.558 -1.428 -0.0050 0.0014 0.0007 0.10
H -5.866 -1.772 0.161 0.0006 -0.0016 0.0034 0.10
H -2.408 -1.432 0.680 -0.0026 -0.0001 0.0021 0.11
H -1.336 0.549 1.594 0.0720 -0.0556 0.2266 0.07
H -4.714 2.961 0.388 -0.0047 0.0001 0.0023 0.13
H -5.866 0.894 -0.334 -0.0028 0.0013 0.0012 0.14
H -0.839 6.122 -0.310 0.0059 0.0218 0.0041 0.14
H 1.274 7.413 0.104 -0.0123 0.0023 0.0001 0.14
H 3.307 6.227 0.899 -0.0023 0.0072 0.0000 0.13
H 3.207 3.756 1.272 -0.0206 -0.0011 0.0402 0.13
C -0.690 -5.487 -2.096 0.0122 -0.0001 0.0001 -0.06
C 0.424 -5.215 -1.097 0.0011 -0.0213 0.0121 -0.17
N 1.091 -3.920 -1.320 -0.0801 0.0679 -0.0769 -0.04
C 2.431 -3.943 -1.907 0.0445 -0.0294 0.0287 -0.19
C 2.441 -4.369 -3.368 0.0031 0.0035 0.0130 -0.06
C 0.436 -2.826 -0.927 0.0618 -0.0590 0.0640 -0.41
O -0.642 -2.837 -0.337 -0.0094 -0.0021 0.0360 0.05
C 1.007 -1.446 -1.191 -0.0232 0.0040 -0.0452 -0.07
C 1.489 -0.964 -2.401 0.0227 -0.0002 0.0207 0.05
C 1.767 0.392 -2.536 0.0020 0.0472 0.0336 0.01
C 1.539 1.236 -1.472 0.0864 -0.0229 -0.0457 -0.08
N 1.063 0.772 -0.300 -0.0978 0.3761 -0.2220 -0.09
C 0.814 -0.539 -0.169 -0.0808 -0.0028 0.0196 -0.05
H -1.125 -6.466 -1.901 -0.0040 0.0014 0.0054 0.09
H -0.316 -5.482 -3.119 -0.0021 -0.0030 -0.0034 0.07
H -1.479 -4.742 -2.004 0.0000 0.0077 -0.0017 0.07
H 1.199 -5.979 -1.160 -0.0004 0.0027 -0.0014 0.13
H 0.032 -5.218 -0.081 0.0004 -0.0055 -0.0057 0.13
H 3.030 -4.638 -1.316 0.0115 0.0138 -0.0001 0.13
H 2.892 -2.965 -1.777 -0.0062 -0.0199 -0.0013 0.11
H 2.118 -5.404 -3.478 -0.0115 0.0025 0.0004 0.08
H 3.450 -4.295 -3.771 0.0039 -0.0118 0.0046 0.09
H 1.777 -3.751 -3.975 0.0029 0.0080 -0.0090 0.07
H 1.626 -1.631 -3.242 -0.0061 0.0185 -0.0063 0.12
H 2.134 0.797 -3.468 0.0013 0.0006 -0.0013 0.13
H 1.713 2.300 -1.538 -0.0002 -0.0070 -0.0217 0.12
H 0.401 -0.877 0.774 0.0073 -0.0194 -0.0169 0.12
N 1.291 1.259 2.644 -1.3272 0.6578 -2.4763 0.08
C 1.842 1.208 3.668 1.4448 0.0177 2.9278 -0.05
C 2.509 1.145 4.877 -0.8655 0.0556 -1.5629 -0.14
C 3.835 1.629 4.944 0.4799 0.2277 0.0350 -0.14
N 4.905 2.057 4.984 -0.2299 -0.1111 -0.0535 0.25
C 1.859 0.607 6.008 -0.2610 -0.2591 0.4448 -0.14
N 1.325 0.152 6.923 0.1087 0.1284 -0.2332 0.26
```
Forces are in eV/Å.

Output
energy relative to the best compared isomer or geometry (same formula, charge and spin): 0.0 kcal/mol
E_HOMO (alpha / beta): -14.41 / -14.41 eV
E: -57339.18164 eV
frontier orbital gap (alpha / beta): 4.25 / 4.25 eV
total charge: +2
multiplicity: 1
molar mass: 616.669 g mol⁻¹

C26H25NO5 | wB97M-V/def2-TZVPD

Geometry as XYZ:
```
57
Properties=species:S:1:pos:R:3:forces:R:3:lowdin_charge:R:1
C -2.887 0.562 -3.245 -0.1775 0.0759 -0.2239 -0.08
O -1.909 0.160 -2.320 0.2463 -0.1466 0.5598 -0.10
C -2.274 0.041 -0.996 0.0549 -0.0109 -0.0377 -0.22
C -3.541 0.285 -0.502 0.0617 0.0306 -0.2327 -0.04
C -3.798 0.151 0.857 -0.0547 0.0100 0.1700 -0.10
C -2.789 -0.235 1.715 -0.1475 0.0730 0.0198 -0.10
C -1.516 -0.486 1.229 0.0435 0.0381 -0.1508 -0.02
C -1.234 -0.343 -0.123 -0.1978 -0.0925 -0.0884 -0.19
N 0.003 -0.620 -0.676 -0.1088 0.1427 -0.4487 0.08
C 1.233 -0.458 0.044 0.2808 -0.2200 0.1252 -0.19
C 1.973 -1.805 0.244 0.0656 0.4485 0.2825 -0.03
C 1.235 -2.635 1.279 0.1834 0.1517 -0.2548 -0.36
O 1.352 -2.386 2.459 0.0280 0.0667 -0.0114 0.10
C 0.364 -3.735 0.805 -0.3260 -0.4686 0.1254 -0.15
C -0.171 -3.789 -0.481 0.1423 0.0154 0.1104 -0.03
C -1.000 -4.835 -0.841 -0.0945 -0.1101 -0.0808 -0.07
C -1.291 -5.844 0.062 -0.0245 0.0322 -0.0438 -0.08
C -0.766 -5.797 1.344 -0.0163 -0.0452 0.0441 -0.07
C 0.048 -4.745 1.715 0.0726 0.1259 -0.0187 -0.01
C 2.187 0.531 -0.622 0.0253 -0.1288 0.2866 -0.44
O 3.243 0.858 -0.155 -0.0223 0.0035 -0.0655 0.16
O 1.705 1.004 -1.778 -0.1321 -0.1329 -0.2636 -0.02
C 2.410 2.101 -2.341 0.5401 0.2452 -0.2428 -0.06
C 2.390 3.347 -1.443 -0.0049 -0.2953 -0.1897 -0.34
O 3.211 4.217 -1.593 -0.0013 -0.1032 -0.0476 0.12
C 1.342 3.366 -0.403 -0.2574 0.3395 0.4970 -0.16
C 0.039 2.932 -0.646 0.1741 0.1627 -0.0026 -0.01
C -0.888 2.921 0.376 -0.0288 0.0622 0.0704 -0.02
C -0.538 3.312 1.665 0.0912 0.0093 -0.0874 -0.26
C -1.550 3.257 2.765 -0.0464 0.0415 0.0063 -0.04
C 0.756 3.764 1.896 -0.0672 0.0018 0.0033 -0.03
C 1.683 3.807 0.874 0.0178 -0.0792 -0.2602 0.00
H -2.386 0.591 -4.212 -0.0875 0.0156 0.0437 0.09
H -3.716 -0.152 -3.290 0.0285 0.0372 0.0211 0.10
H -3.279 1.558 -3.011 0.0094 -0.0511 0.0105 0.10
H -4.341 0.587 -1.160 -0.0331 0.0226 -0.1049 0.10
H -4.791 0.348 1.230 -0.0839 0.0005 0.0340 0.10
H -2.987 -0.353 2.770 -0.0165 -0.0148 0.0961 0.11
H -0.745 -0.805 1.913 0.1360 -0.0701 0.0811 0.11
H 0.053 -0.375 -1.655 0.0174 0.0367 0.1259 0.13
H 1.038 -0.040 1.042 0.0648 0.0171 -0.1743 0.16
H 2.963 -1.575 0.643 -0.0356 -0.1201 0.0149 0.13
H 2.071 -2.324 -0.707 0.0052 0.0247 -0.0387 0.12
H 0.025 -2.998 -1.187 0.0600 0.0484 -0.0419 0.10
H -1.421 -4.865 -1.835 -0.0330 0.0068 -0.0740 0.10
H -1.931 -6.664 -0.231 -0.0508 -0.0620 -0.0268 0.10
H -0.996 -6.579 2.053 -0.0071 -0.0623 0.0564 0.10
H 0.459 -4.686 2.712 0.0231 0.0104 0.0725 0.12
H 1.918 2.320 -3.292 0.0392 -0.0341 0.0968 0.14
H 3.457 1.836 -2.524 -0.1793 0.1056 0.0176 0.14
H -0.255 2.620 -1.637 -0.0366 -0.1176 -0.0866 0.12
H -1.897 2.589 0.182 -0.1272 -0.0720 -0.0178 0.11
H -2.173 2.371 2.661 -0.0549 -0.0341 0.0481 0.06
H -2.200 4.132 2.715 -0.0759 0.0362 0.0579 0.09
H -1.069 3.246 3.739 -0.0128 -0.0077 0.0965 0.08
H 1.041 4.082 2.888 0.0241 0.0136 0.1188 0.11
H 2.691 4.151 1.053 0.1075 0.0274 0.0233 0.12
```
Forces are in eV/Å.

Output
energy relative to the best compared isomer or geometry (same formula, charge and spin): 39.9 kcal/mol
E_HOMO: -7.91 eV
E: -39095.62588 eV
frontier orbital gap: 8.12 eV
SMILES string: COc1ccccc1N[C@@H](CC(=O)c1ccccc1)C(=O)OCC(=O)c1ccc(C)cc1
multiplicity: 1
molar mass: 431.488 g mol⁻¹

C26H25NSiYb | wB97M-V/def2-TZVPD

Geometry as XYZ:
```
54
Properties=species:S:1:pos:R:3:forces:R:3:lowdin_charge:R:1
C -4.575 -0.208 -0.607 0.5000 0.5196 0.1412 -0.24
C -4.043 -1.062 -1.631 -0.3853 -0.3561 0.2861 -0.25
C -2.930 -0.410 -2.231 0.2791 0.1728 -0.0928 -0.24
C -2.760 0.864 -1.596 -0.1796 0.0350 0.2966 -0.23
C -3.780 1.007 -0.588 0.2309 -1.2405 -0.6511 -0.22
Yb -2.225 -0.973 0.247 2.1463 -1.3711 1.8347 1.51
C -0.900 -3.138 0.427 -0.0321 0.1518 -2.2008 -0.28
C -1.538 -3.145 1.707 -4.7970 2.5317 -1.7672 -0.58
C -2.930 -3.754 1.928 1.0666 0.4944 -0.7842 -0.15
N -1.341 -1.690 2.242 -0.1236 -3.1222 1.8045 -0.26
H -2.265 -0.830 -3.026 -0.7575 0.4858 0.8326 0.11
H -4.434 -2.079 -1.874 0.4313 1.0649 0.1963 0.10
H -1.947 1.588 -1.816 -0.7965 -0.6465 0.1746 0.09
H -3.895 1.847 0.103 0.0054 -0.3303 -0.3627 0.09
H -5.408 -0.434 0.087 0.5844 0.1331 -0.6991 0.09
H -1.560 -3.375 -0.492 1.3012 -0.9304 1.0699 0.02
H -1.323 -1.884 3.271 -0.3324 1.2274 -0.8563 0.00
H 0.200 -2.887 0.226 -2.0489 -0.3753 0.5148 0.02
H -3.515 -4.572 1.177 2.2462 2.0142 2.3514 0.05
H -3.499 -3.427 2.894 1.0208 -0.5501 -2.0390 0.00
C 3.866 -2.678 1.725 0.2109 0.1901 -0.4540 -0.12
C 2.686 -2.360 2.425 0.6170 -0.0844 0.0331 -0.10
C 1.730 -1.532 1.826 -0.2307 0.3626 0.2638 -0.13
C 1.833 -0.988 0.512 2.9391 -1.0998 0.8175 -0.32
C 3.034 -1.340 -0.166 0.3319 -0.3878 0.5658 -0.11
C 4.029 -2.172 0.407 0.0118 -0.1204 0.6169 -0.11
Si 0.617 0.248 -0.060 -3.6305 -0.5049 -0.1577 0.65
C 0.635 1.760 1.013 0.6139 0.0910 1.1425 -0.32
C -0.508 2.145 1.734 0.8097 0.7669 0.1109 -0.11
C -0.496 3.302 2.516 0.0169 0.6234 0.6399 -0.11
C 0.683 4.044 2.671 0.7776 0.4096 -0.0395 -0.12
C 1.880 3.600 2.049 -0.5923 -0.1017 0.2850 -0.10
C 1.844 2.441 1.241 -0.3218 1.2245 0.9640 -0.10
C 0.741 0.937 -1.784 2.4640 0.1718 -0.3050 -0.32
C 0.831 2.323 -2.067 0.0807 -0.1746 -1.2490 -0.11
C 1.001 2.783 -3.390 0.4877 -0.3876 -0.7810 -0.11
C 1.234 1.852 -4.437 0.0837 -0.2751 -0.0416 -0.12
C 1.326 0.454 -4.125 0.2359 1.3018 -0.2461 -0.11
C 1.128 0.028 -2.801 -0.0581 0.8954 -1.1948 -0.13
H 4.690 -3.260 2.217 -0.9673 0.5182 -0.6188 0.10
H 2.560 -2.727 3.481 -0.0218 0.4761 -1.2489 0.11
H 0.864 -1.264 2.437 0.1204 -0.1536 -0.4364 0.07
H 3.264 -0.909 -1.138 -0.1684 -0.0609 0.0063 0.08
H 4.990 -2.394 -0.128 -1.1102 0.3110 0.4007 0.10
H -1.373 1.503 1.770 -0.2572 -0.0345 -0.3121 0.05
H -1.388 3.645 3.081 0.5538 -0.4526 -0.5011 0.10
H 0.717 4.971 3.319 -0.1740 -1.2157 -0.8301 0.10
H 2.828 4.142 2.250 -0.7128 -0.4730 -0.2398 0.10
H 2.795 2.059 0.881 -0.1936 -0.0229 -0.3570 0.10
H 0.961 3.073 -1.293 -0.6585 -0.2500 0.2204 0.09
H 1.089 3.878 -3.632 -0.1663 -1.1857 0.4369 0.10
H 1.472 2.217 -5.488 -0.4765 -0.5334 1.4927 0.10
H 1.666 -0.234 -4.932 -0.3495 0.4401 0.8147 0.10
H 1.440 -0.983 -2.564 -0.6247 -0.1719 0.1521 0.09
```
Forces are in eV/Å.

Output
E_HOMO (alpha / beta): -2.92 / -2.92 eV
E: -68260.91389 eV
frontier orbital gap (alpha / beta): 5.68 / 5.68 eV
total charge: -1
multiplicity: 2
molar mass: 552.619 g mol⁻¹